Formula: C19H25N3O3
Source: the OMol25 dataset
Level of theory: ωB97M-V/def2-TZVPD

Structure (XYZ):
```
50
Properties=species:S:1:pos:R:3
H 4.354 1.424 -1.071
C -7.437 -1.002 0.049
C -0.521 1.049 -0.864
H 2.873 -0.667 0.364
C -7.985 0.257 0.286
H 8.267 -0.004 1.579
H -0.561 2.000 -0.333
N -3.233 -1.284 -0.700
O -1.921 -0.959 -0.878
H 7.775 -0.973 -0.584
H 0.565 0.053 0.722
O -9.298 0.500 0.530
C -10.197 -0.583 0.546
H 4.574 1.966 1.191
C 5.174 -0.560 -1.122
H -7.594 2.345 0.465
C 1.975 0.821 -0.711
C -5.802 1.246 0.043
N 3.029 0.162 -0.188
H 0.585 -0.802 -0.827
H 5.977 -0.118 -1.713
H 5.839 -2.568 -0.792
H -10.227 -1.095 -0.421
C 5.771 -1.641 -0.218
H 5.118 -1.836 0.634
H 4.698 0.297 1.719
C 7.176 -1.291 0.272
H 7.642 -2.192 0.679
H -9.946 -1.302 1.332
H 6.820 1.858 1.693
H -5.153 2.107 0.036
H -11.175 -0.150 0.754
H -8.056 -1.885 0.048
C 5.011 0.997 0.941
C 4.410 0.560 -0.401
C 6.536 1.102 0.957
C -7.150 1.379 0.280
O 2.082 1.813 -1.398
C -5.254 -0.015 -0.196
H 6.899 1.441 -0.014
C 0.633 0.185 -0.360
C 7.219 -0.208 1.347
C -1.827 0.371 -0.718
H -0.352 1.277 -1.921
C -3.837 -0.150 -0.449
H 6.753 -0.588 2.260
H 4.476 -1.017 -1.828
C -6.083 -1.132 -0.190
N -2.971 0.914 -0.450
H -5.651 -2.103 -0.375
```

Calculated values
SMILES ... COc1ccc(-c2noc(CCC(=O)NC3CCCCCC3)n2)cc1
Maximum force ... 1.23 eV/Å
Charge ... 0
Orbital gap ... 0.3313 Ha
Energy above the lowest of the compared OMol25 structures with the same formula, charge and spin ... 71.7 kcal per mole

What are the Löwdin partial charges on each atom? They are as follows, in elementary charge units: atom 1 (H): 0.1447, atom 2 (C): -0.0142, atom 3 (C): -0.0934, atom 4 (H): 0.1452, atom 5 (C): -0.2735, atom 6 (H): 0.1069, atom 7 (H): 0.1352, atom 8 (N): 0.1301, atom 9 (O): 0.0281, atom 10 (H): 0.1116, atom 11 (H): 0.1301, atom 12 (O): -0.0810, atom 13 (C): -0.0883, atom 14 (H): 0.1173, atom 15 (C): -0.1438, atom 16 (H): 0.1182, atom 17 (C): -0.4879, atom 18 (C): -0.0170, atom 19 (N): 0.0843, atom 20 (H): 0.1257, atom 21 (H): 0.1126, atom 22 (H): 0.1078, atom 23 (H): 0.0958, atom 24 (C): -0.1978, atom 25 (H): 0.1092, atom 26 (H): 0.1106, atom 27 (C): -0.2132, atom 28 (H): 0.1070, atom 29 (H): 0.0957, atom 30 (H): 0.1078, atom 31 (H): 0.1100, atom 32 (H): 0.0929, atom 33 (H): 0.1024, atom 34 (C): -0.1483, atom 35 (C): -0.3094, atom 36 (C): -0.1935, atom 37 (C): 0.0037, atom 38 (O): 0.0696, atom 39 (C): -0.1759, atom 40 (H): 0.1165, atom 41 (C): -0.0934, atom 42 (C): -0.2136, atom 43 (C): -0.3356, atom 44 (H): 0.1363, atom 45 (C): -0.3051, atom 46 (H): 0.1109, atom 47 (H): 0.1155, atom 48 (C): -0.0163, atom 49 (N): 0.2061, atom 50 (H): 0.1133